ORCA calculation (ωB97M-V with the def2-TZVPD basis set) on a 13-piece molecular cluster, C64H165N11O20 overall.

```
260
C64H165N11O20 | OMol25 | ωB97M-V with the def2-TZVPD basis set
C -1.2180 -1.1153 4.9037
C -2.6726 -1.7397 4.8265
C -3.8791 -0.8348 4.6232
O -2.7572 -2.6318 3.7510
H -1.2112 -0.2137 5.5161
H -1.0003 -0.8120 3.8796
H -0.4168 -1.7432 5.2935
H -2.8486 -2.2515 5.7726
H -3.7704 -0.2236 3.7272
H -3.8760 -0.1075 5.4350
H -4.8044 -1.4099 4.6597
H -1.9909 -3.2090 3.7157
C -7.2446 -0.8218 1.1998
C -5.8524 -1.3690 1.4828
C -5.7829 -2.7095 2.1791
O -5.2507 -1.5210 0.2334
H -7.8298 -0.6478 2.1028
H -7.8038 -1.5636 0.6295
H -7.2218 0.0997 0.6182
H -5.2817 -0.5840 1.9789
H -6.2718 -3.4564 1.5536
H -6.2343 -2.7410 3.1707
H -4.7738 -3.0891 2.3396
H -4.3183 -1.7344 0.3152
C -4.7185 0.8263 -3.5832
C -5.9286 0.1511 -3.0829
C -7.0126 0.1640 -4.1464
O -7.5715 1.4563 -4.4147
C -8.3755 1.3418 -5.6227
N -5.4882 -1.1978 -2.8679
H -4.1264 0.3399 -4.3583
H -4.0107 1.0867 -2.7962
H -4.9754 1.8249 -3.9367
H -6.3111 0.6056 -2.1690
H -7.7933 -0.5697 -3.9457
H -6.5339 -0.1232 -5.0826
H -9.1763 0.6047 -5.5626
H -7.7885 1.1150 -6.5126
H -8.8079 2.3181 -5.8417
H -4.9854 -1.2509 -1.9935
H -6.2725 -1.8301 -2.7962
C 3.1592 -2.6858 3.1169
C 3.4990 -1.3165 2.4709
C 3.3904 -0.1763 3.5492
O 2.0698 -0.1604 4.0025
C 1.8252 0.9232 4.8049
N 4.8723 -1.3820 1.9446
H 3.7403 -2.8748 4.0195
H 3.3712 -3.5530 2.4915
H 2.1289 -2.8266 3.4437
H 2.8278 -1.0448 1.6561
H 3.7579 0.7687 3.1490
H 3.9560 -0.4809 4.4298
H 2.0421 1.8620 4.2952
H 2.4403 0.8355 5.7004
H 0.7799 0.8886 5.1118
H 5.4828 -1.4926 2.7415
H 5.1824 -0.5098 1.5406
C 1.8194 6.3790 -2.1839
C 2.8722 6.0196 -3.2708
C 2.1607 5.2835 -4.4217
O 1.2761 4.2343 -3.9380
C 1.8605 3.0130 -3.4213
N 3.4511 7.2796 -3.7201
H 2.2443 6.8971 -1.3243
H 1.3946 5.4754 -1.7467
H 1.0602 7.0436 -2.5963
H 3.7169 5.4615 -2.8669
H 2.8296 4.7764 -5.1170
H 1.4345 5.8985 -4.9531
H 1.0970 2.3267 -3.0551
H 2.4757 3.3571 -2.5899
H 2.5047 2.5601 -4.1749
H 2.7515 7.8129 -4.2164
H 4.0945 7.0319 -4.4582
C -0.1995 -2.0884 0.9207
C -1.3611 -1.1703 0.6175
C -1.2982 -0.4856 -0.7366
O -0.2486 0.3530 -0.9981
C -0.2671 1.5963 -0.2074
N -2.5665 -1.9290 0.9099
H 0.7290 -1.5198 0.9722
H -0.0252 -2.8323 0.1433
H -0.2770 -2.6200 1.8692
H -1.3411 -0.3873 1.3755
H -2.2072 0.0616 -0.9861
H -1.2635 -1.2713 -1.4913
H 0.5325 2.2390 -0.5757
H -0.0794 1.4179 0.8514
H -1.1672 2.1992 -0.3274
H -2.4145 -2.8032 0.4274
H -2.5814 -2.1399 1.8975
C -2.0926 3.5627 -4.1717
O -2.5701 4.7481 -3.4867
C -1.6592 5.2425 -2.4625
C -2.4257 6.0784 -1.4206
N -1.5431 6.7046 -0.3886
C -1.1182 5.7319 0.6388
C -0.0950 6.2786 1.6232
O -0.6295 7.4107 2.3078
C 0.3366 8.0556 3.0628
H -2.7114 3.2474 -5.0119
H -1.8922 2.6887 -3.5521
H -1.1449 3.7824 -4.6632
H -0.8481 5.7356 -2.9983
H -1.1671 4.4054 -1.9671
H -3.2558 5.5790 -0.9211
H -2.8942 6.9204 -1.9302
H -1.7870 7.5980 0.0145
H -0.5612 4.8824 0.2435
H -1.9760 5.2878 1.1438
H 0.8507 6.4779 1.1193
H 0.1534 5.5713 2.4145
H -0.0957 8.8143 3.7152
H 1.1281 8.4891 2.4514
H 0.6434 7.3011 3.7872
C -1.2175 -3.9549 -3.8975
O -1.7210 -4.6772 -2.7814
C -2.8159 -4.0492 -2.1459
C -3.2669 -4.7167 -0.7792
N -2.1605 -4.7189 0.2052
C -2.4778 -5.5826 1.3496
C -1.3390 -5.8582 2.3932
O -1.1067 -4.7099 3.2609
C 0.0495 -4.9677 4.0573
H -1.8193 -4.2027 -4.7718
H -0.1952 -4.2464 -4.1382
H -1.1372 -2.8715 -3.8088
H -3.6647 -3.9664 -2.8248
H -2.4683 -3.0492 -1.8866
H -3.6286 -5.7412 -0.8674
H -4.1536 -4.1529 -0.4894
H -1.2678 -4.9272 -0.2186
H -2.9214 -6.4918 0.9437
H -3.3158 -5.1585 1.9027
H -0.4471 -6.1741 1.8519
H -1.6184 -6.7637 2.9317
H 0.9009 -5.3759 3.5127
H -0.1217 -5.6685 4.8745
H 0.2968 -3.9916 4.4746
C 0.0875 4.0743 5.4066
O -0.6623 3.0003 4.8566
C -1.3112 3.4950 3.6664
C -2.2635 2.4805 3.0907
N -3.0102 2.9729 1.9299
C -3.7023 1.9655 1.2175
C -4.3378 2.4983 -0.0854
O -5.3077 3.4787 0.2268
C -6.0448 3.8367 -0.8661
H 0.5985 4.6528 4.6370
H 0.7110 3.8059 6.2594
H -0.6439 4.7472 5.8542
H -0.5316 3.6481 2.9202
H -1.7747 4.4581 3.8803
H -2.9173 2.1486 3.8972
H -1.7075 1.5710 2.8633
H -3.7065 3.6610 2.1783
H -4.4890 1.6147 1.8855
H -2.9972 1.1442 1.0897
H -4.7575 1.6567 -0.6365
H -3.5761 2.9539 -0.7181
H -5.3816 4.0486 -1.7047
H -6.5990 4.7399 -0.6108
H -6.6754 3.0538 -1.2872
C 2.6650 3.9316 2.0844
O 2.6195 5.0682 2.9078
C 3.8948 5.7492 3.0888
C 3.6881 6.9756 4.0900
N 3.1121 6.5760 5.3647
C 2.7541 7.6616 6.2953
C 1.9991 7.0337 7.4732
O 0.7059 6.6112 7.0530
C -0.0983 6.1695 8.1521
H 2.8842 4.1727 1.0442
H 1.7580 3.3302 2.1462
H 3.3846 3.2427 2.5268
H 4.3225 6.1132 2.1547
H 4.6490 5.0799 3.5031
H 3.1174 7.8021 3.6666
H 4.6872 7.3667 4.2824
H 2.3537 5.9256 5.2167
H 2.1249 8.3108 5.6863
H 3.6783 8.1887 6.5323
H 2.0584 7.8056 8.2405
H 2.5884 6.1627 7.7600
H -0.2949 6.9779 8.8564
H 0.4935 5.4130 8.6674
H -1.0648 5.7470 7.8773
C 1.2685 -5.5452 -1.3908
O 1.5258 -5.7420 0.0202
C 2.4766 -6.7526 0.4238
C 3.8983 -6.6441 -0.1954
N 4.6409 -7.7852 0.3243
C 6.0723 -7.6307 0.1002
C 6.8348 -8.6600 0.9330
O 8.2467 -8.4366 0.8605
C 9.0429 -9.3221 1.6302
H 0.5130 -4.7723 -1.5321
H 0.8151 -6.4052 -1.8838
H 2.1439 -5.2087 -1.9462
H 2.0649 -7.7617 0.4040
H 2.5167 -6.5698 1.4976
H 4.2606 -5.6681 0.1277
H 3.8321 -6.6735 -1.2830
H 4.3276 -8.6014 -0.1814
H 6.5400 -6.6891 0.3876
H 6.4281 -7.7625 -0.9217
H 6.4598 -9.6211 0.5813
H 6.5973 -8.5711 1.9931
H 10.0651 -8.9583 1.5260
H 9.0294 -10.3479 1.2619
H 8.8524 -9.3832 2.7017
C 2.7631 -3.5217 -4.7247
O 3.4235 -3.2087 -3.4523
C 2.5858 -2.5122 -2.5340
C 3.0770 -2.3418 -1.1278
N 3.8937 -1.1440 -1.0100
C 3.1647 0.1029 -0.9027
C 4.0739 1.2722 -0.5100
O 4.6691 1.0914 0.8219
C 5.5358 2.1353 1.1114
H 3.2661 -4.3536 -5.2176
H 2.6773 -2.6018 -5.3031
H 1.7000 -3.7588 -4.6843
H 1.6470 -3.0333 -2.3461
H 2.3011 -1.6257 -3.1007
H 3.6849 -3.1924 -0.8195
H 2.2750 -2.4085 -0.3927
H 4.3015 -1.2749 -0.0953
H 2.4075 0.0406 -0.1211
H 2.7286 0.3190 -1.8780
H 3.5326 2.2160 -0.4447
H 4.9196 1.3865 -1.1882
H 5.1820 3.1010 0.7505
H 6.4365 2.0406 0.5049
H 5.8075 2.2025 2.1649
C 0.6388 -7.2376 -4.8779
O 1.2374 -6.2007 -5.6314
C 0.6758 -5.9603 -6.9418
C 1.1751 -4.6347 -7.5144
N 0.4073 -3.4180 -7.0966
C 0.9217 -2.1539 -7.6036
C 0.4167 -1.0506 -6.6852
O 0.5051 -1.3988 -5.2646
C -0.0026 -0.3905 -4.3943
H -0.3055 -6.8285 -4.5188
H 1.1309 -7.3929 -3.9178
H 0.5035 -8.1912 -5.3881
H -0.3997 -5.9206 -6.7693
H 0.7982 -6.7994 -7.6268
H 1.1315 -4.7164 -8.6005
H 2.2483 -4.6345 -7.3240
H 0.2567 -3.3459 -6.1005
H 0.8246 -1.9981 -8.6780
H 2.0071 -2.1746 -7.5064
H -0.6327 -0.7899 -6.8221
H 1.0680 -0.1873 -6.8217
H -1.0809 -0.3296 -4.5415
H 0.4303 0.5949 -4.5666
H 0.0840 -0.6360 -3.3359
```

Orbital gap = 8.75 eV
Electronic energy = -4644.03112 Eh
HOMO = -8.209 eV
Multiplicity = 1
Molecular weight = 1409.08 g/mol